[1]
A 7-piece molecular cluster, C28H43NO18 overall, computed with ωB97M-V/def2-TZVPD.

Output
frontier orbital gap: 10.485 eV
LUMO level: -0.01 eV
strongest force on any atom: 0.199 hartree/bohr
molar mass: 681.6 g mol⁻¹
calculated total energy: -68075.925 eV
2S+1: 1
ΔE to the lowest compared entry with this formula, charge and spin: 1.607 eV

Each line ends with the Löwdin charge.
Geometry (Å):
C (-0.9963, 3.7290, 3.9219)  -0.039
C (0.2337, 2.8810, 3.9569)  -0.311
C (0.2807, 1.6050, 3.1139)  -0.104
O (1.1517, 1.9390, 2.1019)  0.078
C (1.8327, 3.0150, 2.2889)  -0.550
O (2.6487, 3.5140, 1.5179)  0.132
O (1.3617, 3.5770, 3.4379)  0.070
H (-1.9033, 3.2890, 4.4509)  0.107
H (-1.4623, 3.9170, 2.9109)  0.083
H (-0.8683, 4.7140, 4.4029)  0.091
H (0.5357, 2.8030, 5.0199)  0.161
H (-0.6853, 1.3270, 2.7159)  0.097
H (0.6307, 0.7790, 3.6299)  0.108
C (-3.9243, -3.7310, 2.2539)  -0.015
C (-3.2303, -4.0560, 3.6459)  -0.217
C (-4.1863, -3.9450, 4.8379)  -0.082
O (-4.4433, -5.3190, 5.1859)  0.089
C (-3.6113, -6.0890, 4.4739)  -0.735
O (-3.5093, -7.2890, 4.5689)  0.140
O (-2.8883, -5.4630, 3.7649)  0.147
H (-4.9963, -3.8870, 2.0699)  0.083
H (-3.4453, -4.2270, 1.3689)  0.090
H (-3.8413, -2.6380, 2.0789)  0.074
H (-2.2673, -3.6250, 3.6879)  0.130
H (-5.1373, -3.5250, 4.4129)  0.135
H (-3.7633, -3.2390, 5.6559)  0.160
C (1.9067, -1.6820, 1.3879)  -0.009
C (1.7037, -3.1580, 1.0799)  -0.329
C (0.3247, -3.7550, 1.1529)  -0.124
O (0.2467, -4.4740, -0.0061)  0.104
C (1.2577, -4.1880, -0.8101)  -0.592
O (1.4627, -4.7280, -1.8611)  0.155
O (2.0607, -3.2820, -0.2661)  0.099
H (1.1667, -1.0250, 0.8759)  0.076
H (2.9077, -1.3720, 1.0689)  0.087
H (1.8267, -1.5070, 2.4739)  0.093
H (2.4297, -3.7010, 1.6969)  0.158
H (-0.2973, -2.8330, 1.2149)  0.112
H (0.0327, -4.2960, 2.0339)  0.134
C (-1.0663, 2.5020, -0.7801)  -0.018
C (-2.4303, 2.6240, -0.0871)  -0.282
C (-3.1193, 4.0000, -0.2511)  -0.040
O (-4.4303, 3.5730, -0.7451)  0.090
C (-4.3483, 2.3240, -1.1581)  -0.590
O (-5.2723, 1.6850, -1.6981)  0.094
O (-3.2433, 1.7170, -0.8431)  0.074
H (-0.9023, 3.1900, -1.6121)  0.081
H (-0.7523, 1.4830, -0.7711)  0.051
H (-0.2263, 2.9250, -0.1641)  0.092
H (-2.3923, 2.4100, 1.0009)  0.142
H (-2.5883, 4.5560, -1.0431)  0.129
H (-3.1563, 4.6930, 0.6139)  0.139
C (4.3667, -0.6390, -4.1141)  -0.011
C (3.8117, -0.9170, -2.7611)  -0.332
C (4.7617, -0.4390, -1.6341)  -0.072
O (3.8977, 0.1360, -0.7171)  0.113
C (2.7667, 0.3780, -1.2731)  -0.606
O (1.9197, 1.1010, -0.7941)  0.127
O (2.6667, -0.2390, -2.4541)  0.085
H (3.7627, -1.1180, -4.8541)  0.077
H (5.2977, -1.1080, -4.3531)  0.081
H (4.5397, 0.4620, -4.3111)  0.111
H (3.6637, -1.9930, -2.5541)  0.164
H (5.4647, 0.3180, -1.9151)  0.127
H (5.3387, -1.2220, -1.2141)  0.128
C (1.1837, 2.2340, -3.8571)  -0.022
C (2.2947, 3.2690, -3.7221)  -0.286
C (2.1797, 4.1370, -2.4011)  -0.056
O (3.4807, 4.0470, -1.8311)  0.097
C (4.2217, 3.2470, -2.5891)  -0.497
O (5.4827, 3.1260, -2.5781)  0.087
O (3.4387, 2.5630, -3.4381)  0.049
H (0.3437, 2.7360, -4.1911)  0.051
H (0.9427, 1.5830, -3.0031)  0.068
H (1.3967, 1.5390, -4.7141)  0.108
H (2.3557, 3.9070, -4.6181)  0.161
H (1.3447, 4.0300, -1.7411)  0.102
H (2.0087, 5.1980, -2.6061)  0.128
C (-0.4943, -1.3510, -2.5211)  -0.076
C (-1.9513, -0.8910, -2.3391)  -0.213
C (-2.5523, -1.4320, -0.9951)  -0.144
C (-1.9813, -0.8950, 0.2089)  -0.253
N (-1.5113, -0.4820, 1.1339)  0.207
H (-0.1673, -0.9720, -3.5101)  0.086
H (-0.4193, -2.4560, -2.4661)  0.083
H (0.1157, -0.8880, -1.7271)  0.061
H (-2.5503, -1.2310, -3.0991)  0.081
H (-1.9393, 0.1760, -2.4321)  0.087
H (-2.4963, -2.5270, -0.8671)  0.127
H (-3.5983, -1.1240, -1.1271)  0.125

[2]
One molecule with the formula C17H17N3O3S, computed with ωB97M-V/def2-TZVPD.

Output
frontier orbital gap: 8.965 eV
LUMO level: 0.29 eV
strongest force on any atom: 0.026 hartree/bohr
molar mass: 343.4 g mol⁻¹
calculated total energy: -39351.666 eV
2S+1: 1
ΔE to the lowest compared entry with this formula, charge and spin: 3.058 eV

Each line ends with the natural charge from an NBO analysis.
Geometry (Å):
C (-2.2801, -3.8649, -0.3873)  -0.598
C (-2.1760, -2.4836, -1.0410)  -0.437
C (-0.8437, -1.8672, -0.7487)  -0.008
C (0.2427, -2.1145, -1.5882)  -0.154
C (1.4918, -1.5920, -1.3276)  -0.170
C (1.7023, -0.7932, -0.2005)  -0.128
C (3.0105, -0.2323, 0.0709)  0.318
C (3.4755, 0.5787, 1.0762)  -0.348
C (4.8439, 0.7698, 0.7622)  0.151
C (5.8469, 1.5653, 1.5109)  -0.641
N (5.1477, 0.1242, -0.3347)  -0.132
O (4.0294, -0.4974, -0.7718)  -0.275
C (0.6274, -0.5424, 0.6475)  -0.144
C (-0.6130, -1.0729, 0.3652)  -0.230
S (-1.9035, -0.6616, 1.5306)  2.304
O (-2.6048, -1.8269, 1.9831)  -0.940
O (-1.3861, 0.2223, 2.5305)  -0.922
N (-3.0602, 0.1735, 0.5930)  -0.846
C (-2.7013, 1.3920, 0.0646)  0.367
C (-3.6405, 2.3913, -0.2138)  -0.287
C (-3.1894, 3.5704, -0.7701)  -0.144
C (-1.8326, 3.7243, -1.0301)  -0.291
C (-0.9914, 2.6709, -0.7224)  0.070
N (-1.4087, 1.5326, -0.1940)  -0.481
H (-2.2683, -3.7561, 0.6934)  0.234
H (-3.2104, -4.3457, -0.6788)  0.208
H (-1.4492, -4.4971, -0.6925)  0.200
H (-2.9710, -1.8479, -0.6546)  0.227
H (-2.2954, -2.5835, -2.1223)  0.212
H (0.0948, -2.7271, -2.4657)  0.210
H (2.3187, -1.7905, -1.9923)  0.232
H (2.9370, 0.9793, 1.9081)  0.233
H (5.5261, 2.6034, 1.5787)  0.225
H (6.8051, 1.5151, 1.0027)  0.237
H (5.9527, 1.1760, 2.5221)  0.227
H (0.7234, 0.0759, 1.5237)  0.247
H (-4.0081, 0.0727, 0.9220)  0.422
H (-4.6848, 2.2344, 0.0081)  0.216
H (-3.8849, 4.3661, -0.9946)  0.220
H (-1.4466, 4.6352, -1.4583)  0.223
H (0.0739, 2.7236, -0.9043)  0.197

Question: Which of these has the lowest frontier orbital gap?
Answer: C17H17N3O3S

Question: Which value of molar mass does entry 2 give?
Answer: 343.4 g mol⁻¹